Computed, not measured: C3H8O2 as an isolated structure, with ωB97M-V/def2-TZVPD.

Geometry as XYZ:
```
13
C3H8O2, DFT ωB97M-V/def2-TZVPD
H -1.555 1.263 0.252
H 0.214 -1.537 0.577
H 2.002 0.011 -1.005
H 1.112 1.383 0.656
H -2.226 0.452 -1.201
C -1.723 0.306 -0.228
C 1.282 0.296 0.750
O 2.348 -0.100 -0.109
C 0.010 -0.459 0.537
H -0.486 -1.066 -1.441
O -0.285 -0.212 -1.026
H -2.305 -0.357 0.403
H 1.617 0.107 1.776
```

highest occupied orbital energy: -7.2 eV
E: -269.367395 Ha
energy above the lowest of the compared OMol25 structures with the same formula, charge and spin: 597.3 kJ/mol
net charge: 0
frontier orbital gap: 7.8 eV